1.
Molecular formula: C5H6O2
Method: DFT, wB97M-V/def2-TZVPD

Output
E_LUMO (spin up / spin down): -0.819 / -0.818 eV
DFT total energy: -344.37705 a.u.

Each line ends with the Löwdin charge.
CARTESIAN COORDINATES (ANGSTROEM)
O: -1.045 0.196 2.432  0.06
C: -0.842 -0.469 1.446  -0.20
C: -0.146 0.002 0.210  -0.29
C: 1.278 0.699 -0.146  0.20
C: 0.093 1.453 -0.096  -0.06
C: -0.120 -0.985 -0.902  -0.34
O: 0.638 -0.318 -1.843  -0.14
H: -1.243 -1.515 1.370  0.14
H: 2.219 0.337 -0.430  0.12
H: 0.441 -1.792 -0.400  0.12
H: 0.000 1.691 -1.139  0.13
H: -0.188 2.151 0.678  0.14
H: -1.085 -1.450 -1.179  0.12

***

2.
Molecular formula: C13H24F3MgNO14
Method: DFT, wB97M-V/def2-TZVPD

Output
E_LUMO: 0.407 eV
DFT total energy: -2117.64693 a.u.

Each line ends with the Löwdin charge.
CARTESIAN COORDINATES (ANGSTROEM)
Mg: -25.903 -16.517 -2.848  0.61
N: -26.289 -15.142 -4.958  -0.55
O: -26.925 -16.182 -4.589  -0.06
O: -26.605 -14.515 -5.937  0.08
O: -25.332 -14.793 -4.201  -0.06
C: -27.670 -18.542 -1.574  -0.48
O: -28.763 -17.717 -1.971  -0.08
O: -26.530 -17.915 -1.685  -0.15
C: -27.937 -18.968 -0.139  -0.54
F: -28.160 -17.925 0.688  0.13
F: -29.044 -19.747 -0.081  0.13
F: -26.927 -19.679 0.383  0.14
C: -29.735 -18.304 -2.802  -0.28
C: -30.944 -17.395 -2.800  -0.06
H: -31.154 -17.109 -1.773  0.08
H: -30.721 -16.467 -3.339  0.07
H: -31.784 -17.864 -3.309  0.08
H: -30.041 -19.272 -2.380  0.12
H: -29.343 -18.523 -3.803  0.12
H: -27.687 -19.470 -2.185  0.16
C: -27.109 -14.681 0.641  -0.02
O: -27.908 -13.896 -0.219  0.05
C: -27.912 -14.263 -1.487  -0.56
O: -27.187 -15.091 -1.984  0.09
O: -28.854 -13.600 -2.125  0.04
C: -28.778 -13.598 -3.551  0.00
H: -27.594 -15.614 0.917  0.10
H: -26.837 -14.079 1.507  0.10
H: -26.151 -14.919 0.172  0.08
H: -29.367 -12.750 -3.889  0.10
H: -29.168 -14.540 -3.923  0.10
H: -27.763 -13.408 -3.899  0.09
C: -23.766 -17.086 0.504  0.01
O: -23.030 -15.954 0.015  0.04
C: -23.438 -15.410 -1.097  -0.63
O: -24.355 -15.832 -1.766  0.07
O: -22.659 -14.417 -1.417  0.05
C: -23.066 -13.653 -2.567  0.01
H: -24.815 -16.848 0.652  0.09
H: -23.245 -17.367 1.409  0.10
H: -23.769 -17.896 -0.230  0.10
H: -23.998 -13.133 -2.344  0.11
H: -23.240 -14.309 -3.418  0.08
H: -22.296 -12.923 -2.781  0.10
C: -21.971 -17.671 -3.260  0.00
O: -22.741 -18.803 -3.626  0.06
C: -23.995 -18.600 -3.980  -0.55
O: -24.585 -17.540 -3.940  0.07
O: -24.533 -19.730 -4.383  0.05
C: -25.822 -19.661 -4.992  0.00
H: -22.206 -16.786 -3.854  0.11
H: -20.923 -17.911 -3.387  0.10
H: -22.167 -17.402 -2.219  0.09
H: -26.427 -18.857 -4.574  0.08
H: -26.289 -20.622 -4.808  0.10
H: -25.736 -19.479 -6.063  0.11

***

3.
Molecular formula: C23H21F4
Method: DFT, wB97M-V/def2-TZVPD

Output
E_LUMO: -6.427 eV
DFT total energy: -1288.15222 a.u.
Total charge: +1

Each line ends with the Löwdin charge.
CARTESIAN COORDINATES (ANGSTROEM)
C: 5.296 2.009 -0.815  -0.06
C: 4.308 1.139 -0.089  -0.28
C: 2.996 1.408 -0.062  -0.06
C: 1.954 0.579 0.637  -0.15
H: 1.203 0.182 -0.114  0.08
C: 2.561 -0.547 1.455  -0.28
C: 1.666 -1.345 2.355  -0.07
C: 3.873 -0.826 1.413  -0.05
C: 4.893 -0.068 0.626  -0.15
H: 6.299 1.571 -0.766  0.08
H: 5.038 2.137 -1.875  0.08
H: 5.355 3.011 -0.369  0.09
H: 2.599 2.279 -0.597  0.11
H: 1.339 1.222 1.297  0.13
H: 0.638 -0.971 2.359  0.06
H: 1.640 -2.403 2.059  0.08
H: 2.048 -1.311 3.386  0.09
H: 4.271 -1.654 1.998  0.12
H: 5.408 -0.729 -0.097  0.13
H: 5.693 0.275 1.309  0.13
F: -6.601 -0.549 1.811  0.06
C: -5.478 -1.345 1.899  -0.20
C: -5.532 -2.459 2.738  0.13
C: -4.379 -3.250 2.799  -0.20
F: -4.401 -4.364 3.609  0.07
C: -3.232 -2.968 2.080  0.07
C: -3.190 -1.819 1.239  -0.19
C: -1.992 -1.506 0.522  0.07
C: -1.766 -0.325 -0.179  -0.04
C: -0.719 -0.138 -1.091  0.04
C: -0.795 0.889 -2.099  -0.19
C: -0.341 0.673 -3.429  0.08
C: -0.509 1.675 -4.373  -0.20
F: -0.130 1.434 -5.675  0.07
C: -1.063 2.925 -4.075  0.12
C: -1.502 3.112 -2.765  -0.20
F: -2.081 4.320 -2.439  0.06
C: -1.391 2.140 -1.778  0.07
C: -4.360 -1.006 1.147  0.08
H: -6.425 -2.709 3.301  0.15
H: -2.357 -3.619 2.137  0.14
H: -1.195 -2.253 0.551  0.14
H: -2.455 0.509 -0.012  0.11
H: 0.033 -0.922 -1.216  0.14
H: 0.099 -0.290 -3.695  0.14
H: -1.184 3.693 -4.831  0.15
H: -1.748 2.340 -0.766  0.13
H: -4.385 -0.146 0.480  0.13

***

4.
Molecular formula: CH3Cl
Method: DFT, wB97M-V/def2-TZVPD

Output
E_LUMO: -0.229 eV
DFT total energy: -500.05037 a.u.

Each line ends with the Löwdin charge.
CARTESIAN COORDINATES (ANGSTROEM)
C: 0.140 -0.068 0.249  -0.16
Cl: -0.910 0.445 -1.615  0.11
H: -0.475 0.409 1.015  0.02
H: 0.117 -1.161 0.249  0.02
H: 1.128 0.376 0.102  0.02

***

Summary of energy above the lowest of the compared OMol25 structures with the same formula, charge and spin in eV
6.119 0.000 0.000 0.915
(order as listed above)